DFT (wB97M-V/def2-TZVPD) results for a single C4H7BrN2 molecule in a non-equilibrium geometry.

Element x y z (Å)
1 C 0.7346 2.1045 0.4588
2 N 0.2504 1.0250 0.0013
3 C 0.9376 -0.0379 -0.3007
4 Br 3.1521 0.2971 0.0339
5 C 0.2887 -1.1978 0.4989
6 N -0.8479 -1.6776 0.3841
7 C -1.8624 -1.0027 -0.4023
8 H 1.8514 2.3068 0.3940
9 H 0.1829 2.9656 0.7564
10 H 0.8962 -0.1094 -1.2978
11 H 0.9481 -1.8015 1.2722
12 H -2.8758 -1.0832 0.1695
13 H -1.6453 -0.0508 -0.7894
14 H -2.0105 -1.7382 -1.1789

Force components x, y, z for each atom (eV/Å):
1.50 0.07 -1.15
-0.99 5.04 2.41
1.35 -1.94 2.93
-1.40 -0.99 -0.30
3.89 -2.24 1.78
-1.34 1.19 0.41
-2.12 -2.81 0.97
-1.26 -0.69 0.54
-1.07 0.20 0.06
0.51 -1.25 -3.91
-0.72 1.51 -1.76
1.88 0.60 -0.80
0.13 1.20 -0.28
-0.36 0.11 -0.88

Output
total charge = 0
E = -77281.113 eV
F_max = 5.68 eV Å⁻¹
relative energy (zero: lowest compared OMol25 entry of this formula, charge and spin) = 1.831 eV
SMILES = C=N[C@@H](Br)/C=N\C